Record 1
A structure of composition C29H57Cl3N2O3PSiSm at a distorted geometry. Source: OMol25; level of theory: ωB97M-V with the def2-TZVPD basis set.

Structure (XYZ):
```
97
C29H57Cl3N2O3PSiSm (ωB97M-V with the def2-TZVPD basis set)
C 1.6142 -0.8530 -5.1499
C 1.2433 0.5541 -4.7801
H 1.8595 -0.9234 -6.2127
H 0.7862 -1.5468 -4.9367
H 2.4791 -1.1837 -4.5618
C 0.6050 1.3875 -5.5964
C 0.1991 1.0406 -6.9849
H 0.3890 2.4204 -5.2849
H -0.1277 -0.0056 -7.0713
H 1.0171 1.1959 -7.7039
H -0.6292 1.6832 -7.2985
Sm 0.4044 -0.5859 0.0022
Cl 2.9257 -0.3020 0.4778
Cl -0.3952 -2.5650 1.4620
C 0.8834 2.6757 0.7011
O 0.1076 1.6840 0.5360
N 0.4557 3.9069 0.9480
C -0.9717 4.2330 0.9201
C 1.3871 5.0162 1.1276
H 1.9781 2.5396 0.6590
H -1.5641 3.3279 1.0189
H -1.2327 4.7454 -0.0186
H -1.1827 4.9197 1.7546
H 2.4065 4.6231 1.1117
H 1.1945 5.5116 2.0907
H 1.2733 5.7579 0.3229
H -1.1816 -0.6766 -3.9025
H -2.6518 1.8687 -4.3517
C -2.1700 -0.8104 -3.4444
C -3.3197 1.3935 -3.6156
N -2.5853 0.4340 -2.7947
H -2.1130 -1.6194 -2.7116
C -2.4262 0.6254 -1.4797
O -1.8094 -0.1789 -0.7360
H -3.7429 2.1714 -2.9647
H -2.8814 1.5531 -1.0820
H -2.9029 -1.0488 -4.2214
H -4.1256 0.8800 -4.1590
O 0.7474 -0.0311 -2.7016
C 1.5159 0.8956 -3.3274
C -0.0808 2.8189 -2.8628
C 1.2350 2.3348 -2.8929
H -0.8873 2.1160 -3.0635
C -0.3144 4.1678 -2.5985
H 2.5849 0.6856 -3.1300
C 2.3009 3.1865 -2.5955
H -1.3471 4.5387 -2.6074
C 0.7490 5.0352 -2.3443
C 2.0613 4.5338 -2.3331
H 3.3079 2.7683 -2.5928
H 0.5638 6.0905 -2.1617
H 2.8998 5.2022 -2.1221
Si 0.6370 -4.4254 -1.1953
Cl 0.7199 -2.3319 -1.8242
C -1.1127 -4.8215 -0.6537
C 1.8919 -4.6106 0.1862
C 1.0963 -5.5417 -2.6161
H -1.8007 -3.9797 -0.8059
H -1.1570 -5.1143 0.4083
H -1.4886 -5.6761 -1.2423
H 0.2727 -5.6229 -3.3427
H 1.3102 -6.5613 -2.2464
H 1.9928 -5.1827 -3.1421
H 2.4837 -3.6967 0.3325
H 2.5860 -5.4237 -0.0687
H 1.4145 -4.8716 1.1416
C -1.4422 1.4260 3.7342
C -0.1397 0.7332 4.1313
C 0.2127 0.9501 5.6005
P -0.0837 -1.0559 3.6381
C 1.5220 -1.6908 4.3240
C 1.3594 -2.4579 5.6364
C 2.3408 -2.5128 3.3225
C -1.5898 -1.9237 4.3018
C -1.9109 -1.6922 5.7768
C -2.8388 -1.6387 3.4471
H -2.3007 1.0679 4.3216
H -1.6611 1.3131 2.6636
H -1.3405 2.5032 3.9368
H 0.6720 1.1606 3.5100
H -0.4711 0.4192 6.2758
H 1.2413 0.6462 5.8311
H 0.1297 2.0229 5.8234
H 2.0897 -0.7657 4.5233
H 0.6942 -3.3252 5.5153
H 2.3459 -2.8365 5.9429
H 0.9920 -1.8275 6.4569
H 2.5432 -1.9397 2.4087
H 3.3120 -2.7536 3.7774
H 1.8448 -3.4557 3.0631
H -1.3313 -2.9900 4.1766
H -2.2457 -0.6637 5.9743
H -2.7468 -2.3577 6.0440
H -1.0810 -1.9433 6.4474
H -2.6677 -1.8554 2.3896
H -3.6528 -2.2891 3.7937
H -3.1739 -0.5993 3.5449
```

The net charge is 0. As for the energy above the lowest of the compared OMol25 structures with the same formula, charge and spin: 36.8 kcal per mole. The calculation puts the gap between HOMO and LUMO (alpha / beta) at 6.25 / 6.27 eV. The spin multiplicity is 6. The calculation puts the LUMO energy (alpha / beta) at 0.27 / 0.28 eV.

Mulliken population analysis, charges in e, atoms 1 to 6: number 1, C, carries -1.644; number 2, C, carries 0.311; number 3, H, carries 0.527; number 4, H, carries 0.163; number 5, H, carries 0.290; number 6, C, carries 0.474

Record 2
A cluster of 8 separate species, C29H57FNO29S7 in total at a distorted geometry. Source: OMol25; level of theory: ωB97M-V with the def2-TZVPD basis set.

Structure (XYZ):
```
124
C29H57FNO29S7 (ωB97M-V with the def2-TZVPD basis set)
C -0.9150 -0.5646 -2.8902
C -0.6412 -2.0119 -2.4189
C -0.2925 -1.9481 -0.9106
C -1.8865 -2.8649 -2.6988
C -1.6993 -4.4046 -2.8927
C -2.7032 -5.1410 -1.9431
C -3.8778 -5.8606 -2.5697
F -4.7789 -4.9581 -3.1555
C -0.2802 -4.9262 -2.5661
C 0.7573 -4.9534 -3.7164
C 0.9945 -6.3984 -4.1783
C 2.1135 -4.4564 -3.1554
N 0.3893 -4.0511 -4.8299
O 1.2990 -3.9414 -5.7247
C -0.9746 -4.2121 -5.3968
C -0.9563 -5.1834 -6.6102
C -1.3930 -2.8263 -5.9491
C -1.9853 -4.7657 -4.3629
H 0.0100 0.0132 -2.8680
H -1.6443 -0.1223 -2.2059
H -1.3351 -0.5290 -3.8953
H 0.2415 -2.3382 -2.9695
H -0.5651 -0.9726 -0.5148
H -0.8186 -2.7375 -0.3735
H 0.7809 -2.0942 -0.7655
H -2.3499 -2.4513 -3.5943
H -2.5935 -2.6451 -1.8948
H -3.1461 -4.4434 -1.2287
H -2.1973 -5.8955 -1.3328
H -4.4280 -6.3722 -1.7748
H -3.5979 -6.6331 -3.2867
H -0.3971 -5.9687 -2.2624
H 0.1354 -4.4275 -1.6922
H 1.8203 -6.4446 -4.8878
H 1.3045 -6.9640 -3.2967
H 0.1035 -6.8802 -4.5821
H 2.9418 -4.9910 -3.6182
H 2.1741 -4.6666 -2.0865
H 2.2298 -3.3885 -3.3332
H -0.9044 -4.6373 -7.5497
H -0.1001 -5.8531 -6.5885
H -1.8856 -5.7554 -6.6316
H -1.0080 -2.6612 -6.9507
H -2.4743 -2.6952 -5.8929
H -0.9654 -2.0542 -5.3084
H -1.9848 -5.8530 -4.4686
H -2.9651 -4.3911 -4.6595
C -4.2427 0.1344 1.7862
C -4.0010 1.2730 2.7589
O -2.5690 1.4180 2.7726
S -1.9882 1.0728 1.3251
O -1.7803 2.2784 0.6065
O -0.9321 0.1369 1.4968
O -3.2742 0.3494 0.7482
H -4.0486 -0.8364 2.2454
H -5.2409 0.1448 1.3584
H -4.3575 1.0590 3.7619
H -4.4393 2.2068 2.4034
C 1.1551 3.3158 2.0321
C 1.1821 2.8171 3.4599
O 2.5774 2.8604 3.8181
S 3.2841 4.0821 3.0789
O 3.3476 5.1856 3.9678
O 4.4406 3.5876 2.4147
O 2.1431 4.3649 2.0080
H 1.4625 2.5373 1.3325
H 0.1852 3.7093 1.7421
H 0.8062 1.8029 3.5609
H 0.6312 3.4802 4.1291
C 2.4439 7.9189 1.0034
C 3.2176 8.2684 2.2539
O 3.3479 9.7053 2.1977
S 2.0568 10.3314 1.5095
O 1.1475 10.7751 2.5079
O 2.4773 11.2046 0.4730
O 1.4820 8.9813 0.8820
H 3.0786 7.9245 0.1153
H 1.9334 6.9627 1.0825
H 4.2016 7.8095 2.2856
H 2.6588 8.0068 3.1465
C -0.6964 7.2449 6.4662
C -1.3389 8.2135 5.4930
O -0.5488 8.0766 4.3031
S -0.0325 6.5834 4.1569
O -0.8805 5.8540 3.2784
O 1.3708 6.6032 3.9401
O -0.3410 6.1143 5.6511
H 0.2152 7.6554 6.9025
H -1.3698 6.9280 7.2573
H -1.3109 9.2440 5.8335
H -2.3673 7.9311 5.2612
C 2.4405 -4.5854 2.3776
C 1.3564 -3.6360 1.9073
O 0.6245 -4.4061 0.9411
S 0.6143 -5.9435 1.3623
O -0.5996 -6.2347 2.0379
O 1.0411 -6.7080 0.2450
O 1.7871 -5.8648 2.4389
H 3.2593 -4.6499 1.6593
H 2.8336 -4.3291 3.3571
H 1.7460 -2.7366 1.4397
H 0.6785 -3.3617 2.7175
C 7.1944 2.4023 4.4253
C 6.7717 3.0777 5.7050
O 6.6488 2.0025 6.6478
S 7.7322 0.8728 6.3139
O 8.8707 1.0415 7.1435
O 7.0593 -0.3744 6.2405
O 8.1066 1.3733 4.8419
H 6.3495 1.9331 3.9196
H 7.6923 3.0835 3.7413
H 5.8288 3.6087 5.6055
H 7.5377 3.7669 6.0664
C -5.4040 -1.8000 -3.8026
C -6.2525 -0.9487 -4.7264
O -6.2462 0.3510 -4.1142
S -4.8455 0.5970 -3.3857
O -3.9992 1.3456 -4.2424
O -5.1006 1.0028 -2.0493
O -4.3459 -0.9172 -3.3971
H -5.9547 -2.1139 -2.9146
H -4.9851 -2.6747 -4.2926
H -7.2741 -1.3057 -4.8166
H -5.8039 -0.8643 -5.7180
```

The net charge is 0. The calculation puts the gap between HOMO and LUMO (alpha / beta) at 8.19 / 9.33 eV. The spin multiplicity is 2. The calculation puts the LUMO energy (alpha / beta) at -0.08 / -0.08 eV.

Mulliken population analysis, charges in e, atoms 1 to 6: number 1, C, carries -1.528; number 2, C, carries 2.131; number 3, C, carries -1.194; number 4, C, carries -1.766; number 5, C, carries 5.472; number 6, C, carries -1.008

Record 3
A structure of composition C29H58ClF2N5O11Si2 at a distorted geometry. Source: OMol25; level of theory: ωB97M-V with the def2-TZVPD basis set.

Structure (XYZ):
```
108
C29H58ClF2N5O11Si2 (ωB97M-V with the def2-TZVPD basis set)
C -4.7500 -0.4114 -3.5808
C -3.4999 -0.5577 -2.5828
C -2.3463 0.5722 -2.8147
Cl -1.1549 -0.2141 -4.0266
Si -1.4422 0.8755 -1.1117
C -2.0902 2.4876 -0.2429
C -2.7721 3.4810 -1.3061
N -3.2673 4.7817 -0.7476
C -4.7286 4.9964 -0.9771
C -5.0136 6.5642 -0.6105
C -2.9901 4.9399 0.6937
C -1.6011 5.6958 1.0686
O -3.7469 4.5472 1.6332
C 0.3903 1.2377 -1.5664
C 1.3346 -0.0615 -1.6373
N 2.2814 -0.1289 -0.4881
C 2.9756 -1.4477 -0.3727
C 3.7273 -1.4365 1.0769
C 3.2228 1.0013 -0.4529
C 4.6117 1.0692 -1.2846
O 3.0009 2.0074 0.2993
O -1.6896 -0.5699 -0.1921
Si -1.0810 -0.5082 1.4193
N -0.0153 -1.9564 1.6067
N -0.0864 0.8891 1.8369
N -2.4762 -0.8009 2.5226
C -3.6068 0.0949 2.2673
O -3.9476 0.9729 3.0780
F -4.3224 -0.0404 1.0280
C -2.0851 -0.8310 3.9416
O -1.4001 0.0586 4.4652
F -2.5982 -1.9431 4.6940
H -5.4621 -1.2980 -3.3515
H -5.3264 0.5514 -3.3655
H -4.4731 -0.5405 -4.6951
H -3.0470 -1.6031 -2.7820
H -3.9134 -0.5474 -1.5163
H -2.7467 1.5327 -3.2816
H -1.1445 2.9569 0.2343
H -2.8481 2.1965 0.5620
H -1.9562 3.7438 -2.0841
H -3.6523 2.9650 -1.8201
H -5.0582 4.8539 -2.0660
H -5.4137 4.3841 -0.2889
H -4.0984 7.1930 -0.9268
H -5.9916 6.9307 -1.0701
H -5.0858 6.7134 0.5363
H -0.7738 5.0649 0.5657
H -1.4568 5.8180 2.1912
H -1.6342 6.6843 0.4852
H 0.3857 1.6995 -2.6275
H 0.7492 2.0615 -0.8607
H 0.6819 -0.9939 -1.7732
H 1.9502 0.0277 -2.6196
H 3.7323 -1.6045 -1.2389
H 2.1896 -2.2827 -0.3756
H 4.8434 -1.2057 0.9738
H 3.5446 -2.4300 1.6316
H 3.2681 -0.6202 1.7608
H 4.8676 2.1573 -1.5756
H 4.6480 0.3435 -2.1642
H 5.4301 0.7615 -0.5272
H 0.8914 -1.5957 1.9736
H 0.2210 -2.3375 0.6707
H 0.7201 1.0397 1.2136
H -0.6155 1.7485 2.0310
O 2.5788 -4.1108 1.3264
C 3.0314 -5.2241 1.4994
O 2.8661 -6.1706 0.5623
C 3.5184 -7.4525 0.5844
C 2.7356 -8.4445 1.4191
C 3.6972 -5.5900 2.7947
H 4.5578 -7.3601 0.9069
H 3.5472 -7.7983 -0.4522
H 2.6707 -8.1303 2.4628
H 3.2033 -9.4319 1.3829
H 1.7102 -8.5302 1.0500
H 2.9357 -5.8788 3.5211
H 4.2339 -4.7139 3.1662
H 4.4371 -6.3827 2.6997
O -4.1146 8.9724 -2.0568
C -4.5754 10.0920 -2.0897
O -4.4622 10.8994 -1.0184
C -4.8015 12.2941 -1.0168
C -6.2773 12.4942 -0.7416
C -5.3591 10.5658 -3.2805
H -4.4760 12.7788 -1.9406
H -4.2201 12.7479 -0.2100
H -6.8967 12.0431 -1.5190
H -6.5174 13.5589 -0.6817
H -6.5576 12.0195 0.2020
H -6.3943 10.2339 -3.1847
H -4.9221 10.1239 -4.1786
H -5.3290 11.6439 -3.4263
O 6.2354 -8.3814 1.1732
C 6.6885 -9.4927 1.3481
O 6.5262 -10.4406 0.4084
C 7.1773 -11.7207 0.4285
C 6.3945 -12.7156 1.2597
C 7.3508 -9.8573 2.6457
H 8.2169 -11.6276 0.7519
H 7.2074 -12.0632 -0.6090
H 6.3283 -12.4043 2.3039
H 6.8625 -13.7025 1.2216
H 5.3699 -12.8006 0.8891
H 6.5875 -10.1468 3.3699
H 7.8850 -8.9806 3.0183
H 8.0918 -10.6489 2.5540
```

The net charge is 0. The calculation puts the gap between HOMO and LUMO at 9.14 eV. The spin multiplicity is 1. The calculation puts the LUMO energy at 0.41 eV.

Mulliken population analysis, charges in e, atoms 1 to 6: number 1, C, carries -1.175; number 2, C, carries -0.284; number 3, C, carries 0.015; number 4, Cl, carries -0.202; number 5, Si, carries 0.033; number 6, C, carries 0.434

Record 4
A structure of composition C29H58ClF2NNbO15S7 at a distorted geometry. Source: OMol25; level of theory: ωB97M-V with the def2-TZVPD basis set.

Structure (XYZ):
```
114
C29H58ClF2NNbO15S7 (ωB97M-V with the def2-TZVPD basis set)
O 3.7023 2.1235 3.1631
C 3.1485 1.6259 2.1525
N 2.4171 1.0523 1.2194
Nb 1.1920 2.5505 0.2358
F 0.2879 3.0274 2.0754
F 2.6172 4.0803 0.6253
C -0.3882 0.9573 -0.2525
C -0.7827 0.1154 1.0617
C -2.3349 0.1942 1.4769
C -2.9129 1.6811 1.6501
S -3.7646 2.3403 0.1057
O -3.9232 1.2297 -0.9188
O -5.1161 2.9098 0.4425
Cl -2.5927 3.9217 -0.6487
H 2.1150 2.1823 -1.3088
H 0.2069 3.8057 -0.6670
H -1.2725 1.3692 -0.8483
H 0.1579 0.2294 -0.9684
H -0.1311 0.4069 1.9544
H -0.5753 -0.9978 0.8183
H -2.4062 -0.2987 2.5248
H -3.0227 -0.4535 0.8081
H -2.1635 2.4322 2.0938
H -3.7672 1.6081 2.4307
C -2.0126 0.2808 -5.7712
C -1.1957 -0.9643 -6.1213
C -0.0341 -1.0441 -5.1306
S -0.5953 -0.2386 -3.6351
O 0.1956 0.9532 -3.4300
O -0.7781 -1.2320 -2.5997
C -2.1950 0.2438 -4.2592
H -2.9732 0.2949 -6.2908
H -1.4579 1.1794 -6.0602
H -1.8265 -1.8542 -6.0216
H -0.8332 -0.9333 -7.1510
H 0.2331 -2.0780 -4.9062
H 0.8411 -0.5045 -5.4965
H -2.4844 1.2059 -3.8368
H -2.9131 -0.5262 -3.9679
C -8.2228 5.0191 2.8147
C -9.4217 4.0716 2.7367
C -8.9362 2.6825 3.1549
S -7.5612 2.9474 4.2688
O -6.3624 2.4420 3.6458
O -7.9535 2.5702 5.6089
C -7.5516 4.7274 4.1503
H -8.5271 6.0652 2.7389
H -7.5306 4.8072 1.9932
H -10.2013 4.4127 3.4262
H -9.8566 4.0518 1.7348
H -9.7164 2.1215 3.6708
H -8.5720 2.1116 2.2988
H -6.5285 5.0985 4.2071
H -8.1414 5.1203 4.9817
C 2.5937 1.8801 8.1947
C 3.0204 2.2567 6.7744
C 2.5210 1.1558 5.8377
S 1.0673 0.4593 6.6144
O 1.3509 -0.9118 6.9782
O -0.1039 0.8278 5.8534
C 1.1336 1.4609 8.0901
H 2.7233 2.7115 8.8913
H 3.1999 1.0409 8.5522
H 2.5621 3.2116 6.4974
H 4.1032 2.3786 6.6968
H 2.2535 1.5528 4.8585
H 3.2591 0.3593 5.7272
H 0.7898 0.8832 8.9480
H 0.4856 2.3264 7.9350
C 0.0617 -5.4555 -0.8031
C 0.2405 -6.7342 -1.6238
C -0.9709 -6.8581 -2.5496
S -1.5412 -5.1886 -2.8532
O -2.8531 -5.0377 -2.2672
O -1.2651 -4.8337 -4.2287
C -0.3523 -4.3797 -1.7982
H 0.9771 -5.1818 -0.2746
H -0.7282 -5.6017 -0.0589
H 1.1548 -6.6583 -2.2216
H 0.3395 -7.6146 -0.9844
H -0.7067 -7.3280 -3.4978
H -1.7831 -7.4111 -2.0742
H -0.8056 -3.5087 -1.3259
H 0.4915 -4.0735 -2.4203
C 4.1281 0.0913 -8.0842
C 3.7232 -0.7539 -9.2938
C 2.2098 -0.6114 -9.4670
S 1.7793 0.9930 -8.8011
O 0.9497 0.7990 -7.6346
O 1.3952 1.8708 -9.8834
C 3.4220 1.4292 -8.2596
H 5.2112 0.2149 -8.0202
H 3.7878 -0.3943 -7.1638
H 4.2333 -0.3790 -10.1873
H 4.0086 -1.8010 -9.1690
H 1.9185 -0.6569 -10.5169
H 1.6689 -1.3697 -8.8978
H 3.3683 2.0108 -7.3395
H 3.8884 2.0195 -9.0516
C 6.1452 -1.8986 5.1757
C 6.3027 -0.7551 4.1715
C 6.8821 -1.3497 2.8865
S 6.3443 -3.0559 2.8376
O 7.5061 -3.9087 2.9566
O 5.3734 -3.2201 1.7801
C 5.4925 -3.0386 4.4054
H 5.5441 -1.6013 6.0378
H 7.1304 -2.2084 5.5403
H 5.3218 -0.3147 3.9643
H 6.9426 0.0398 4.5612
H 6.5152 -0.8294 2.0009
H 7.9735 -1.3400 2.8979
H 5.5983 -4.0054 4.8970
H 4.4384 -2.8289 4.2100
```

The net charge is -1. The calculation puts the gap between HOMO and LUMO at 7.80 eV. The spin multiplicity is 1. The calculation puts the LUMO energy at 1.79 eV.

Mulliken population analysis, charges in e, atoms 1 to 6: number 1, O, carries -0.638; number 2, C, carries 1.090; number 3, N, carries -0.761; number 4, Nb, carries 0.399; number 5, F, carries -0.717; number 6, F, carries -0.718